This record from the OMol25 dataset describes a cluster of 16 separate species, C94H200B4F28N12O8S4 in total. The level of theory is wB97M-V/def2-TZVPD.

Summary:
- Frontier orbital gap: 6.9 eV
- Maximum force: 7.4 eV/Å

```
! wB97M-V def2-TZVPD RIJCOSX def2/J DEFGRID3
* xyz 4 1
C -4.741 -5.326 -0.438
F -4.867 -5.144 -1.735
F -3.488 -4.957 -0.056
F -5.614 -4.646 0.228
S -5.083 -7.238 -0.017
O -6.334 -7.617 -0.737
O -3.847 -7.827 -0.567
N -5.206 -7.214 1.714
S -4.751 -8.629 2.152
O -5.007 -9.786 1.245
O -3.389 -8.553 2.605
C -5.854 -9.072 3.716
F -5.809 -8.057 4.609
F -7.144 -9.278 3.351
F -5.245 -10.208 4.208
C -1.235 -1.563 -2.054
F -0.012 -1.827 -2.610
F -2.166 -1.127 -2.907
F -1.669 -2.666 -1.458
S -1.050 -0.226 -0.696
O -2.382 0.340 -0.482
O -0.463 -0.952 0.472
N -0.144 1.000 -1.426
S 0.893 1.425 -0.478
O 0.340 2.041 0.749
O 1.993 0.476 -0.342
C 1.773 2.793 -1.436
F 2.804 3.287 -0.694
F 2.347 2.291 -2.562
F 0.886 3.846 -1.620
C 5.359 2.755 1.904
C 6.272 2.859 0.651
C 6.066 4.258 0.006
N 6.824 4.592 -1.313
C 6.616 6.058 -1.715
C 7.555 6.460 -2.888
C 8.990 6.301 -2.478
C 9.341 4.919 -2.067
C 8.347 4.386 -0.940
C 6.440 3.625 -2.428
H 5.622 3.465 2.687
H 5.472 1.828 2.466
H 4.286 2.925 1.824
H 5.885 2.064 0.014
H 7.325 2.726 0.899
H 6.392 5.079 0.643
H 5.020 4.456 -0.230
H 6.772 6.796 -0.928
H 5.602 6.053 -2.115
H 7.354 7.516 -3.066
H 7.314 6.026 -3.859
H 9.300 7.024 -1.724
H 9.640 6.591 -3.304
H 10.357 4.901 -1.672
H 9.245 4.165 -2.847
H 8.536 4.885 0.011
H 8.424 3.314 -0.758
H 6.919 3.841 -3.383
H 5.392 3.809 -2.662
H 6.657 2.615 -2.081
C 2.960 4.586 8.384
C 2.559 4.122 6.898
C 2.991 2.705 6.603
N 2.124 2.050 5.452
C 2.820 0.762 5.004
C 1.925 -0.188 4.133
C 0.549 -0.387 4.699
C -0.149 0.916 5.138
C 0.756 1.759 6.079
C 2.030 2.903 4.242
H 2.122 5.219 8.675
H 3.953 5.032 8.436
H 2.852 3.731 9.050
H 2.929 4.752 6.090
H 1.483 4.268 6.807
H 2.941 2.119 7.521
H 4.032 2.737 6.281
H 2.994 0.232 5.940
H 3.810 1.060 4.658
H 2.349 -1.186 4.021
H 1.811 0.140 3.100
H 0.581 -1.096 5.526
H -0.098 -0.896 3.984
H -1.136 0.820 5.591
H -0.360 1.500 4.242
H 0.913 1.305 7.057
H 0.270 2.670 6.427
H 1.717 3.893 4.573
H 1.252 2.668 3.515
H 2.994 2.996 3.742
C -6.693 -0.998 0.375
C -7.375 -1.870 -0.784
C -7.179 -1.171 -2.113
N -7.867 -1.826 -3.311
C -7.188 -3.175 -3.633
C -5.726 -3.008 -4.263
C -5.699 -2.062 -5.491
C -6.432 -0.728 -5.122
C -7.873 -0.880 -4.543
C -9.327 -2.231 -2.802
H -7.164 -0.047 0.626
H -5.694 -0.713 0.043
H -6.529 -1.617 1.257
H -8.415 -1.900 -0.460
H -7.122 -2.928 -0.725
H -6.174 -0.876 -2.415
H -7.781 -0.270 -1.993
H -7.140 -3.721 -2.690
H -7.743 -3.819 -4.315
H -5.045 -2.702 -3.469
H -5.231 -3.906 -4.633
H -4.721 -1.798 -5.894
H -6.343 -2.543 -6.227
H -5.712 -0.123 -4.571
H -6.550 -0.133 -6.027
H -8.380 0.071 -4.374
H -8.548 -1.289 -5.294
H -9.809 -1.423 -2.251
H -9.382 -3.132 -2.191
H -9.842 -2.385 -3.750
C 2.197 5.062 -4.144
C 2.256 6.115 -3.008
C 0.848 6.787 -2.849
N 0.858 7.887 -1.711
C 1.162 7.203 -0.316
C 0.013 6.451 0.327
C -1.283 7.375 0.270
C -1.613 7.944 -1.135
C -0.390 8.735 -1.802
C 2.074 8.790 -1.883
H 1.614 4.199 -3.823
H 3.118 4.624 -4.527
H 1.716 5.456 -5.039
H 2.858 6.940 -3.387
H 2.723 5.561 -2.194
H -0.057 6.237 -2.590
H 0.713 7.306 -3.798
H 2.033 6.565 -0.460
H 1.527 7.955 0.384
H -0.093 5.568 -0.302
H 0.237 6.081 1.327
H -2.207 6.912 0.617
H -1.220 8.243 0.926
H -1.738 7.037 -1.726
H -2.611 8.382 -1.135
H -0.691 8.928 -2.832
H -0.386 9.710 -1.314
H 2.024 9.138 -2.915
H 2.986 8.207 -1.751
H 2.028 9.516 -1.072
C -2.584 2.890 2.408
C -4.026 3.368 2.557
C -4.803 2.802 3.696
N -6.307 3.206 3.739
C -7.081 2.667 5.014
C -6.530 3.226 6.259
C -6.603 4.706 6.245
C -5.961 5.316 4.935
C -6.524 4.723 3.651
C -7.073 2.529 2.499
H -1.896 3.277 3.160
H -2.126 3.432 1.581
H -2.363 1.829 2.295
H -4.561 3.109 1.642
H -3.861 4.419 2.792
H -4.389 3.051 4.673
H -4.727 1.715 3.666
H -6.897 1.598 5.127
H -8.152 2.866 4.969
H -5.541 2.805 6.439
H -7.233 2.785 6.965
H -6.041 5.158 7.062
H -7.662 4.945 6.347
H -4.879 5.203 4.999
H -6.027 6.393 4.784
H -6.040 5.163 2.779
H -7.595 4.919 3.616
H -6.822 2.888 1.501
H -8.142 2.735 2.570
H -6.857 1.463 2.431
C -0.969 -1.218 -7.589
C -0.235 -1.994 -6.504
C 1.230 -2.132 -6.883
N 2.226 -2.212 -5.645
C 3.712 -2.416 -6.179
C 4.753 -2.418 -5.103
C 4.605 -1.264 -4.059
C 3.143 -1.092 -3.597
C 2.202 -0.872 -4.775
C 1.832 -3.454 -4.820
H -0.567 -0.311 -8.040
H -1.905 -0.916 -7.119
H -1.222 -1.791 -8.481
H -0.643 -2.994 -6.357
H -0.325 -1.451 -5.563
H 1.536 -1.205 -7.369
H 1.496 -3.058 -7.392
H 3.935 -1.625 -6.895
H 3.775 -3.380 -6.683
H 5.682 -2.166 -5.615
H 4.957 -3.353 -4.583
H 5.072 -0.370 -4.472
H 5.266 -1.625 -3.272
H 3.111 -0.229 -2.932
H 2.912 -1.941 -2.954
H 2.574 -0.163 -5.514
H 1.157 -0.599 -4.628
H 2.654 -3.704 -4.150
H 1.588 -4.197 -5.579
H 1.011 -3.192 -4.153
C -2.263 -7.699 6.597
C -3.145 -6.378 6.322
C -2.791 -5.864 4.864
N -3.548 -4.518 4.447
C -3.182 -4.278 2.949
C -3.867 -2.961 2.490
C -3.337 -1.783 3.336
C -3.344 -2.022 4.914
C -2.817 -3.396 5.360
C -5.053 -4.538 4.678
H -2.455 -8.501 5.883
H -2.320 -8.103 7.608
H -1.203 -7.458 6.522
H -2.840 -5.636 7.060
H -4.170 -6.705 6.497
H -3.042 -6.578 4.080
H -1.723 -5.705 4.719
H -2.093 -4.288 2.905
H -3.476 -5.176 2.405
H -3.752 -2.898 1.408
H -4.957 -2.988 2.464
H -2.318 -1.746 2.950
H -3.777 -0.802 3.155
H -2.902 -1.082 5.245
H -4.369 -1.952 5.278
H -1.755 -3.471 5.130
H -2.928 -3.720 6.395
H -5.169 -4.936 5.686
H -5.358 -5.259 3.919
H -5.529 -3.576 4.485
C 10.896 -3.274 0.187
C 9.589 -3.159 0.939
C 8.506 -2.392 0.161
N 7.175 -1.999 0.921
C 6.624 -3.275 1.620
C 5.143 -3.193 2.014
C 4.266 -2.715 0.921
C 4.720 -1.358 0.392
C 6.174 -1.368 -0.117
C 7.547 -0.800 1.907
H 11.642 -3.851 0.734
H 11.271 -2.300 -0.129
H 10.719 -3.736 -0.785
H 9.827 -2.881 1.966
H 9.272 -4.184 1.128
H 8.166 -3.012 -0.669
H 9.049 -1.543 -0.253
H 6.748 -4.062 0.877
H 7.260 -3.686 2.404
H 4.710 -4.089 2.457
H 5.097 -2.425 2.786
H 4.216 -3.522 0.190
H 3.307 -2.584 1.423
H 4.129 -0.984 -0.444
H 4.559 -0.652 1.207
H 6.197 -1.919 -1.058
H 6.548 -0.377 -0.374
H 6.573 -0.354 2.109
H 8.220 -0.153 1.344
H 8.067 -1.215 2.771
C 0.342 2.056 -6.111
C -1.089 2.359 -5.693
C -1.113 3.023 -4.332
N -2.629 3.221 -3.695
C -2.563 3.632 -2.200
C -3.933 3.850 -1.535
C -4.681 4.959 -2.341
C -4.796 4.684 -3.868
C -3.351 4.359 -4.458
C -3.459 1.879 -3.932
H 0.690 1.370 -5.338
H 0.906 2.989 -6.109
H 0.253 1.540 -7.067
H -1.571 1.382 -5.678
H -1.645 2.947 -6.423
H -0.724 4.041 -4.335
H -0.668 2.319 -3.628
H -1.930 4.513 -2.086
H -2.047 2.831 -1.670
H -3.670 4.090 -0.505
H -4.529 2.942 -1.442
H -4.245 5.906 -2.023
H -5.701 5.056 -1.968
H -5.272 5.566 -4.297
H -5.390 3.801 -4.101
H -2.733 5.256 -4.421
H -3.332 3.994 -5.485
H -2.809 1.193 -3.388
H -3.605 1.543 -4.959
H -4.428 1.908 -3.433
C 2.074 -7.779 3.767
C 0.972 -7.524 2.629
C 1.650 -7.166 1.295
N 0.604 -6.675 0.218
C -0.054 -5.403 0.676
C 0.835 -4.121 0.606
C 1.480 -3.987 -0.769
C 2.228 -5.180 -1.179
C 1.365 -6.515 -1.115
C -0.453 -7.786 0.021
H 2.841 -7.012 3.873
H 2.688 -8.622 3.450
H 1.529 -7.935 4.698
H 0.247 -6.762 2.912
H 0.479 -8.468 2.399
H 2.104 -8.043 0.832
H 2.303 -6.300 1.397
H -0.515 -5.401 1.664
H -0.822 -5.228 -0.076
H 1.531 -4.279 1.431
H 0.308 -3.220 0.923
H 2.160 -3.152 -0.938
H 0.757 -3.965 -1.585
H 3.139 -5.352 -0.605
H 2.678 -4.940 -2.142
H 2.031 -7.348 -1.342
H 0.589 -6.388 -1.870
H -1.113 -7.427 -0.769
H -1.028 -7.953 0.932
H 0.098 -8.681 -0.269
B -1.647 -5.266 -4.587
F -1.478 -6.257 -3.619
F -2.963 -5.307 -4.836
F -1.152 -4.141 -3.993
F -0.956 -5.606 -5.730
B 3.224 5.543 2.228
F 2.281 6.306 2.861
F 3.787 6.296 1.181
F 4.221 5.179 3.096
F 2.626 4.431 1.626
B 3.896 2.262 -7.359
F 2.702 2.517 -8.043
F 4.998 2.721 -8.146
F 3.875 2.959 -6.195
F 3.972 0.894 -7.097
B 1.333 -4.139 4.778
F 0.831 -5.396 4.966
F 1.497 -3.416 5.924
F 2.585 -4.295 4.283
F 0.542 -3.429 3.901
*
```